Entry 1:
Formula: ClH32O20
Source: the Open Molecules 2025 dataset
Level of theory: wB97M-V/def2-TZVPD

XYZ file:
```
53
Properties=species:S:1:pos:R:3:forces:R:3:mulliken_charge:R:1
Cl -0.546 0.102 -0.167 -0.60 0.56 -0.38 0.68
O -1.677 -0.057 -1.162 2.63 0.67 1.83 -0.59
O -1.110 0.247 1.225 1.02 -0.29 -3.06 -0.16
O 0.280 -1.132 -0.221 -0.99 1.29 0.52 -0.34
O 0.328 1.228 -0.527 -1.94 -1.92 0.56 0.10
O -1.614 -2.411 1.885 0.23 -2.50 -0.29 -0.72
H -1.692 -1.490 2.018 -0.18 1.71 -0.09 0.31
H -1.970 -2.617 1.009 -0.30 0.57 0.22 0.33
O 0.742 3.920 -1.394 2.65 0.55 0.91 -0.71
H -0.024 3.864 -1.900 -2.33 0.00 -1.44 0.43
H 0.624 3.204 -0.775 -0.01 -0.08 0.64 0.32
O 2.499 -3.329 0.005 0.46 -0.08 -0.98 -0.75
H 2.579 -3.445 -0.966 -0.39 0.04 0.93 0.30
H 1.635 -3.692 0.320 0.33 -0.05 -0.32 0.34
O 3.176 1.691 -0.331 0.62 1.15 0.82 -0.68
H 3.321 0.781 -0.087 -0.09 -0.82 -0.15 0.44
H 2.618 1.686 -1.094 -0.55 -0.05 -0.72 0.32
O -0.378 -3.031 -1.989 -0.65 -0.31 -0.47 -0.63
H 0.018 -3.902 -1.918 0.24 0.28 0.34 0.27
H -0.035 -2.410 -1.330 0.14 -0.52 -0.11 0.40
O 0.301 -4.288 1.048 1.49 -0.31 0.14 -0.67
H -0.179 -3.514 1.296 -0.70 1.44 0.88 0.45
H -0.365 -4.862 0.736 -1.01 -1.19 -0.65 0.30
O 3.345 -0.865 0.540 2.68 0.81 0.93 -0.67
H 3.096 -1.753 0.306 -0.91 -1.48 -0.48 0.35
H 4.314 -0.993 0.750 -1.52 0.47 -0.24 0.26
O -1.251 1.742 3.476 -0.27 -0.41 -0.40 -0.67
H -2.156 1.475 3.641 -0.27 0.03 0.43 0.31
H -1.131 1.372 2.578 0.36 0.47 0.57 0.29
O -1.570 -0.780 -3.885 -0.63 0.14 0.29 -0.61
H -1.019 0.006 -3.914 -0.09 0.04 0.04 0.27
H -2.117 -0.659 -3.079 0.73 -0.20 -0.69 0.36
O -0.235 3.407 1.391 -1.21 0.95 -0.89 -0.62
H 0.095 4.247 1.700 -0.03 0.34 -0.01 0.26
H 0.350 2.759 1.770 0.90 -0.98 0.66 0.25
O 1.497 1.684 2.247 0.28 1.25 0.53 -0.84
H 1.208 0.818 2.500 -0.19 -1.23 0.20 0.38
H 2.016 1.619 1.447 0.42 -0.18 -0.65 0.43
O -2.638 2.660 0.101 -0.02 0.37 -0.90 -0.59
H -3.244 2.129 0.589 -0.62 -0.51 0.50 0.29
H -1.897 2.809 0.695 0.75 0.45 0.34 0.29
O -3.876 -0.583 0.108 -1.83 0.53 1.72 -0.63
H -4.147 0.197 0.655 0.36 -1.22 -0.81 0.28
H -3.199 -0.260 -0.470 0.82 0.41 -0.52 0.33
O -1.567 3.029 -2.576 0.32 -0.07 -1.16 -0.73
H -1.957 2.481 -1.907 -0.68 -0.19 1.24 0.32
H -1.032 2.381 -3.049 0.07 0.23 -0.19 0.30
O 1.252 -1.152 2.391 -1.27 -0.20 1.25 -0.82
H 0.653 -1.315 1.657 0.05 -0.10 0.02 -0.03
H 2.093 -1.029 1.991 1.36 0.13 -0.74 0.60
O 1.827 -0.811 -2.559 1.14 0.15 -2.52 -0.65
H 1.577 -0.829 -1.662 -0.93 0.31 1.47 0.15
H 1.199 -0.320 -3.115 0.15 -0.46 0.90 0.36
```
Positions in Å, forces in eV/Å.

Calculated values
**Kohn-Sham gap**: 9.92 eV
**Total charge**: -1
**LUMO**: 2.39 eV
**Total energy**: -1984.04560 Eh


Entry 2:
Formula: C3H8NS
Source: the Open Molecules 2025 dataset
Level of theory: wB97M-V/def2-TZVPD

XYZ file:
```
13
Properties=species:S:1:pos:R:3:forces:R:3:mulliken_charge:R:1
N 1.462 2.163 -0.582 -0.16 -0.09 0.20 -0.69
C 0.384 1.218 -0.205 0.22 -0.13 0.54 -0.35
C 0.799 -0.223 -0.487 -0.17 -0.07 0.03 -0.47
C 0.170 -1.204 0.492 -0.48 0.04 0.54 -0.87
S -1.667 -1.197 0.407 0.14 0.02 0.00 -0.70
H 1.150 3.095 -0.326 0.18 0.03 -0.03 0.22
H 2.272 1.956 0.002 -0.13 0.14 -0.15 0.22
H 0.126 1.265 0.868 0.11 0.14 -0.16 0.24
H -0.521 1.496 -0.725 -0.18 -0.05 -0.25 0.37
H 0.469 -0.529 -1.475 0.14 0.08 -0.35 0.16
H 1.897 -0.245 -0.457 0.05 -0.20 0.02 0.33
H 0.480 -0.945 1.518 0.02 0.06 -0.13 0.26
H 0.502 -2.231 0.339 0.27 0.02 -0.27 0.28
```
Positions in Å, forces in eV/Å.

Calculated values
**Kohn-Sham gap**: 6.33 eV
**Total charge**: -1
**Structure (SMILES)**: NCCC[S-]
**LUMO**: 4.13 eV
**Total energy**: -572.06506 Eh


Entry 3:
Formula: C3H5ClN2S
Source: the Open Molecules 2025 dataset
Level of theory: wB97M-V/def2-TZVPD

XYZ file:
```
12
Properties=species:S:1:pos:R:3:forces:R:3:mulliken_charge:R:1
N 0.660 -1.822 0.492 -2.01 0.38 -0.13 -0.37
N 0.293 -1.337 1.752 -0.94 1.24 0.07 -0.33
C -0.592 -0.378 1.769 0.79 -1.86 -2.98 -0.10
S -1.305 0.066 0.085 0.70 1.34 0.33 -0.23
C 0.124 0.868 -0.800 2.32 -2.88 2.58 -0.14
C -0.064 1.893 -1.565 -0.44 0.69 -1.05 -0.19
Cl 0.889 2.692 -2.795 -0.11 -0.56 0.99 -0.16
H -0.234 -2.021 -0.090 2.14 0.41 1.00 0.24
H 1.323 -2.575 0.548 -0.25 -0.29 0.41 0.24
H -1.167 0.009 2.603 0.72 -0.18 0.24 0.41
H 1.123 0.397 -0.542 -1.37 0.39 -0.73 0.32
H -1.050 2.209 -1.458 -1.56 1.32 -0.74 0.32
```
Positions in Å, forces in eV/Å.

Calculated values
**Kohn-Sham gap**: 9.38 eV
**Structure (SMILES)**: N/N=C\S/C=C/Cl
**LUMO**: 0.50 eV
**Total energy**: -1085.09765 Eh


Entry 4:
Formula: C39H43As2ClRuSi2
Source: the Open Molecules 2025 dataset
Level of theory: wB97M-V/def2-TZVPD

XYZ file:
```
88
Properties=species:S:1:pos:R:3:forces:R:3:mulliken_charge:R:1
C -1.991 -1.581 2.973 -1.13 -1.02 -0.29 -0.89
C -2.923 -1.219 1.906 -0.25 -1.18 0.94 -0.27
C -2.728 -2.156 0.840 0.17 -0.01 0.18 -0.71
H -3.683 -0.444 1.981 0.18 -0.40 -0.14 0.45
C -1.676 -3.054 1.209 -0.24 0.04 0.59 -1.22
C -1.187 -2.677 2.498 -1.06 -0.43 0.39 -0.67
H -0.421 -3.184 3.085 -0.31 0.15 -0.31 0.72
H -2.009 -1.194 3.982 0.15 -0.05 -0.14 0.83
H -3.306 -2.185 -0.085 0.34 0.02 0.37 0.55
H -1.270 -3.869 0.611 -0.29 0.27 0.19 0.76
Ru -0.863 -0.714 1.321 0.19 1.57 -1.17 -0.19
Si -0.752 -1.110 -2.274 0.34 0.40 -3.31 0.46
C -0.662 0.579 -3.188 -0.30 0.13 0.19 1.18
C 0.431 0.934 -3.983 0.07 0.72 -0.31 0.18
H 1.358 0.346 -3.954 -0.36 0.30 0.02 0.14
C 0.361 2.032 -4.863 0.18 -0.59 0.35 -1.00
H 1.230 2.273 -5.485 -0.37 -0.04 0.22 0.43
C -0.811 2.780 -4.949 -0.18 -0.01 0.12 -0.64
H -0.872 3.627 -5.643 -0.01 -0.35 0.33 0.40
C -1.910 2.431 -4.156 -0.07 -0.08 -0.01 -0.59
H -2.836 3.013 -4.217 0.35 -0.24 -0.03 0.42
C -1.840 1.325 -3.296 0.35 0.37 -0.38 -0.51
H -2.717 1.011 -2.732 0.04 0.21 -0.03 0.32
C -0.580 -2.067 -3.948 -0.16 -0.17 0.75 0.76
C -1.715 -2.613 -4.555 0.20 -0.11 -0.31 -0.68
H -2.684 -2.513 -4.060 0.18 -0.10 -0.24 0.31
C -1.609 -3.261 -5.792 0.31 0.04 -0.11 -0.66
H -2.500 -3.652 -6.299 0.41 0.10 0.31 0.39
C -0.350 -3.390 -6.404 -0.50 0.05 0.10 -0.52
H -0.263 -3.918 -7.348 -0.06 0.08 0.05 0.39
C 0.784 -2.834 -5.822 -0.30 0.31 0.62 -1.12
H 1.758 -2.896 -6.305 -0.23 -0.06 0.06 0.43
C 0.660 -2.165 -4.596 0.25 -0.23 -0.21 0.39
H 1.566 -1.720 -4.157 -0.49 -0.29 -0.16 0.08
H -2.120 -1.051 -1.701 0.18 -0.16 0.29 -0.48
Si 3.066 1.035 -1.467 -1.14 0.33 1.26 -0.33
C 2.263 -0.655 -1.459 0.81 -0.62 0.21 0.79
C 0.874 -0.878 -1.111 0.83 0.32 1.08 4.05
H 0.399 -0.275 -0.276 0.85 -0.02 -1.31 -3.04
C 0.373 -2.241 -1.126 -0.77 -0.66 0.62 2.43
H -0.276 -2.453 -0.266 0.26 -0.40 -0.55 -1.74
C 1.217 -3.316 -1.610 1.27 -0.01 0.04 -0.84
H 0.750 -4.295 -1.783 0.50 0.34 0.25 0.50
C 2.568 -3.073 -1.769 -1.80 -1.69 0.01 -0.97
H 3.255 -3.900 -1.945 -0.23 0.17 -0.23 0.47
C 3.079 -1.759 -1.700 -0.45 1.97 0.29 -1.06
H 4.149 -1.617 -1.840 -0.16 0.07 -0.10 0.45
C 1.752 2.324 -1.081 0.44 0.17 0.32 0.86
C 0.770 2.086 -0.113 -0.52 -0.02 -0.07 1.23
H 0.971 1.333 0.663 -0.33 0.31 -0.46 -0.35
C -0.464 2.753 -0.166 0.46 -0.15 0.05 -0.99
H -1.307 2.438 0.456 0.38 0.15 -0.16 0.53
C -0.633 3.797 -1.065 -0.27 -0.07 -0.26 -1.14
H -1.613 4.284 -1.148 0.52 -0.13 0.03 0.41
C 0.421 4.176 -1.892 0.10 0.13 0.03 -0.67
H 0.287 5.006 -2.581 0.08 -0.08 0.13 0.40
C 1.615 3.453 -1.895 -0.60 -0.29 -0.05 -0.51
H 2.415 3.720 -2.576 -0.13 -0.01 -0.13 0.41
H 3.604 1.308 -2.749 0.69 0.25 -0.95 -0.15
Cl 4.529 1.067 -0.007 0.20 -0.09 -0.17 -0.30
C 2.112 -2.116 3.071 -0.16 0.17 -0.22 -1.66
As 1.115 -0.464 2.744 1.78 -0.02 2.56 1.80
C 2.641 0.796 2.869 -0.35 -0.04 -0.37 -1.23
C 0.497 -0.009 4.618 -0.18 -0.03 -0.45 0.08
C 1.258 -0.298 5.758 -0.37 0.12 -0.01 -0.64
C 0.850 0.208 7.001 -0.03 -0.07 -0.33 -0.83
C -0.311 0.982 7.109 -0.07 -0.04 -0.27 -0.67
C -1.076 1.267 5.971 0.23 -0.19 -0.06 -0.78
C -0.656 0.777 4.730 0.11 -0.11 -0.70 -0.21
As -1.496 1.309 2.993 -0.19 1.02 1.80 1.52
C -3.336 1.600 3.651 0.21 -0.14 -0.45 -1.70
C -0.856 3.168 3.092 -0.03 -0.04 -0.27 -1.05
H 1.837 -2.449 4.078 0.25 -0.22 -0.31 0.50
H 3.179 -1.870 2.991 -0.35 -0.36 0.12 0.47
H 1.815 -2.835 2.299 0.23 0.01 0.34 0.37
H 2.520 1.380 3.781 0.01 0.00 -0.20 0.40
H 3.547 0.191 2.924 -0.07 0.23 -0.11 0.38
H 2.649 1.425 1.984 0.28 0.16 0.16 0.23
H 2.156 -0.913 5.678 -0.18 0.22 0.13 0.44
H 1.449 -0.005 7.884 -0.17 0.04 -0.17 0.41
H -0.626 1.372 8.078 0.13 -0.15 -0.26 0.42
H -1.989 1.868 6.044 0.40 -0.20 0.09 0.32
H -3.324 2.448 4.351 -0.14 -0.37 -0.30 0.55
H -3.926 1.835 2.753 -0.08 0.02 0.51 0.46
H -3.706 0.685 4.135 0.01 0.36 -0.15 0.36
H -0.569 3.475 2.084 0.02 0.26 0.43 0.38
H 0.003 3.195 3.771 -0.25 0.13 -0.19 0.37
H -1.687 3.777 3.467 0.39 -0.02 -0.07 0.43
```
Positions in Å, forces in eV/Å.

Calculated values
**Spin multiplicity**: 6
**Kohn-Sham gap (spin up / spin down)**: 6.02 / 6.02 eV
**Total charge**: +1
**Expectation value of S²**: 8.78
**LUMO (spin up / spin down)**: -2.69 / -4.51 eV
**Total energy**: -7117.11069 Eh